No. 1
A cluster of 15 separate species, C31H72FN3O17 in total in a non-equilibrium geometry, computed with ωB97M-V/def2-TZVPD.

Geometry (Å):
F1 -2.55 0.51 4.04
O1 -4.69 -8.75 -2.97
O2 -1.60 0.56 -5.08
O3 7.81 1.39 3.60
O4 1.79 -0.29 2.34
O5 5.93 -0.44 2.30
O6 -1.64 1.61 -1.56
O7 2.77 4.13 0.02
O8 0.90 2.95 4.62
O9 3.34 -5.83 -1.03
O10 7.28 0.72 6.38
O11 -7.06 -1.23 1.79
O12 -4.55 -5.69 -3.06
O13 -4.39 1.66 1.71
O14 0.48 4.46 1.48
O15 2.92 2.18 2.23
O16 -4.73 5.30 -6.73
O17 -5.06 2.55 -7.16
N1 -3.42 0.75 -0.24
N2 -2.98 -1.09 -1.62
N3 1.96 1.52 -0.35
C1 -0.36 3.52 4.26
C2 -0.38 0.13 3.21
C3 -2.13 0.74 1.74
C4 -0.72 5.09 1.06
C5 -3.53 -0.66 -0.49
C6 -3.41 -8.84 -3.60
C7 8.90 1.94 2.87
C8 -3.63 -3.33 -1.01
C9 -4.82 -5.46 -4.44
C10 -4.23 -2.86 0.15
C11 0.49 0.08 2.12
C12 6.39 1.84 6.37
C13 -2.01 1.92 -5.09
C14 -7.48 0.14 1.81
C15 -2.01 1.10 -0.55
C16 2.93 -5.78 -2.39
C17 -6.04 2.00 -6.28
C18 2.74 -3.20 0.63
C19 1.04 0.36 -0.36
C20 3.16 -2.22 1.74
C21 -1.24 0.72 0.67
C22 4.09 2.73 2.83
C23 -3.04 -2.40 -1.85
C24 -3.47 1.10 1.19
C25 4.09 4.31 -0.45
C26 -4.18 -1.50 0.41
C27 6.88 -1.37 2.79
C28 1.98 -1.70 2.56
C29 -5.19 6.02 -5.60
C30 -1.70 0.46 3.01
C31 0.10 0.39 0.82
H1 -4.77 5.62 -4.67
H2 4.25 3.72 2.41
H3 4.44 3.43 -1.00
H4 1.84 -3.75 0.89
H5 -1.92 2.31 -6.10
H6 -0.77 3.04 3.36
H7 -6.28 6.01 -5.54
H8 -1.04 3.39 5.10
H9 -5.71 2.08 -5.23
H10 -8.51 0.22 2.15
H11 4.09 5.17 -1.12
H12 -1.15 4.60 0.18
H13 3.87 -2.75 2.39
H14 -4.15 -4.68 -4.78
H15 -7.41 0.52 0.79
H16 8.16 0.80 4.27
H17 -0.24 4.58 4.08
H18 2.53 -2.69 -0.31
H19 2.74 3.35 0.61
H20 2.79 1.30 2.61
H21 9.57 2.51 3.53
H22 1.13 4.51 0.76
H23 -4.25 2.05 -7.05
H24 -4.86 7.05 -5.71
H25 -4.63 -1.10 1.31
H26 1.08 -2.23 2.26
H27 3.13 -4.78 -2.76
H28 6.25 0.42 2.58
H29 -4.63 -6.36 -5.04
H30 -5.85 -5.14 -4.60
H31 -3.06 1.99 -4.77
H32 3.70 -1.37 1.33
H33 1.52 3.11 3.90
H34 3.51 -3.93 0.42
H35 -7.13 -1.56 2.69
H36 4.97 2.11 2.62
H37 -6.23 0.95 -6.51
H38 7.86 -1.17 2.36
H39 3.99 2.82 3.92
H40 -0.02 -0.11 4.20
H41 -0.57 6.15 0.83
H42 6.93 -1.32 3.88
H43 6.38 2.22 5.35
H44 -1.44 5.01 1.88
H45 -5.14 -6.40 -2.77
H46 3.16 -6.71 -0.70
H47 6.56 -2.37 2.49
H48 -3.31 -9.78 -4.14
H49 4.78 4.50 0.38
H50 9.48 1.16 2.37
H51 6.74 2.62 7.04
H52 1.87 -5.99 -2.50
H53 7.31 0.36 7.27
H54 5.38 1.54 6.65
H55 -1.69 0.24 -4.18
H56 -6.83 0.73 2.45
H57 2.14 -1.89 3.63
H58 -4.72 -3.53 0.84
H59 -1.39 2.52 -4.42
H60 2.90 1.18 -0.49
H61 -3.63 -4.38 -1.27
H62 -4.76 -9.47 -2.35
H63 -5.02 4.37 -6.65
H64 0.45 0.30 -1.27
H65 -3.33 -8.01 -4.30
H66 -2.61 -8.75 -2.86
H67 8.50 2.62 2.12
H68 1.71 2.10 -1.14
H69 -2.59 -2.75 -2.77
H70 -6.96 2.56 -6.41
H71 1.61 -0.57 -0.31
H72 3.50 -6.50 -3.00

Output
* HOMO: -8.89 eV
* total energy: -75303.7217 eV
* gap between HOMO and LUMO: 8.841 eV

=====

No. 2
A structure of composition C2H3AgFLiO2 in a non-equilibrium geometry, computed with ωB97M-V/def2-TZVPD.

Geometry (Å):
Ag1 3.30 -0.46 0.19
F1 1.10 0.96 -0.70
O1 -0.93 1.22 0.39
O2 1.22 -1.35 0.57
C1 -0.28 0.39 -0.19
C2 -0.06 -1.03 0.31
Li1 -1.51 2.97 0.49
H1 -1.51 0.06 -1.80
H2 -0.59 -1.64 -0.46
H3 -0.74 -1.13 1.19

Output
* HOMO (alpha / beta): -6.04 / -6.04 eV
* total energy: -13133.7860 eV
* gap between HOMO and LUMO (alpha / beta): 4.736 / 4.738 eV

=====

No. 3
A cluster of 5 separate species, C14H29N2O12S3 in total in a non-equilibrium geometry, computed with ωB97M-V/def2-TZVPD.

Geometry (Å):
S1 4.61 0.44 2.23
S2 3.32 6.92 -2.50
S3 0.93 -4.77 -3.53
O1 3.48 6.98 -3.96
O2 3.57 0.22 3.54
O3 -2.71 0.93 -1.80
O4 2.29 -4.78 -3.04
O5 -3.19 -0.85 -0.69
O6 6.00 0.08 2.60
O7 0.74 -6.17 -4.38
O8 -1.28 -0.07 -0.60
O9 2.40 7.93 -1.87
O10 4.32 1.60 1.41
O11 0.26 -3.67 -4.26
O12 2.81 5.34 -2.18
N1 -8.28 -1.99 4.91
N2 -2.39 -0.01 -1.05
C1 4.04 -1.11 1.36
C2 -8.61 0.73 5.43
C3 -7.71 0.31 4.48
C4 2.37 0.95 3.68
C5 2.93 -7.03 -5.13
C6 1.42 5.15 -1.87
C7 -9.25 -1.50 5.72
C8 -7.64 -1.00 4.22
C9 4.90 6.83 -1.68
C10 1.32 -0.06 4.13
C11 1.56 -6.33 -5.52
C12 0.49 5.48 -3.01
C13 -0.17 -5.30 -2.13
C14 -9.41 -0.17 6.08
H1 4.75 -1.22 0.54
H2 1.38 4.16 -1.43
H3 2.01 1.33 2.71
H4 0.63 4.80 -3.85
H5 -0.56 5.61 -2.79
H6 -8.72 1.79 5.61
H7 5.04 7.74 -1.10
H8 2.99 -0.96 1.08
H9 -7.15 1.02 3.90
H10 0.95 -0.71 3.34
H11 0.39 0.50 4.23
H12 -9.84 -2.22 6.26
H13 3.69 -7.14 -5.90
H14 1.74 -5.38 -6.03
H15 0.92 -6.84 -6.25
H16 1.47 -0.63 5.04
H17 -1.14 -5.03 -2.53
H18 5.01 5.92 -1.09
H19 2.52 1.77 4.38
H20 -10.15 0.14 6.80
H21 0.08 -4.57 -1.36
H22 2.80 -7.99 -4.65
H23 -0.10 -6.35 -1.85
H24 5.69 6.80 -2.44
H25 3.51 -6.45 -4.42
H26 4.13 -1.98 2.01
H27 -6.89 -1.30 3.51
H28 0.73 6.49 -3.35
H29 1.01 5.64 -0.99

Output
* HOMO: -4.11 eV
* charge: -1
* total energy: -75038.0858 eV
* gap between HOMO and LUMO: 6.190 eV

=====

No. 4
A cluster of 11 separate species, C42H113N7O18 in total in a non-equilibrium geometry, computed with ωB97M-V/def2-TZVPD.

Geometry (Å):
O1 -0.08 5.22 -1.48
O2 -0.37 0.04 0.11
O3 -0.52 -1.65 -4.24
O4 3.72 3.25 -0.59
O5 4.49 0.96 -2.10
O6 4.48 -3.49 2.67
O7 0.54 3.64 3.83
O8 -4.35 -6.32 -3.78
O9 -3.57 0.98 3.45
O10 2.36 -5.30 -1.74
O11 2.89 -0.20 -7.28
O12 3.14 -0.15 2.98
O13 -6.21 -1.37 -0.18
O14 -0.18 -0.24 6.24
O15 4.81 4.53 -2.61
O16 -1.65 3.13 -2.83
O17 -1.33 -2.63 3.92
O18 -2.89 -5.15 -0.59
N1 1.61 5.18 0.61
N2 1.20 -1.79 -1.93
N3 3.59 2.10 -4.36
N4 -4.74 1.09 0.82
N5 -2.37 -1.14 -1.86
N6 -3.35 -2.80 0.73
N7 3.31 -0.27 5.76
C1 -3.60 -6.39 -2.60
C2 -0.12 -3.14 4.49
C3 -2.75 -1.40 -3.23
C4 -4.75 2.20 1.69
C5 1.05 0.41 5.96
C6 4.16 4.48 -3.91
C7 -1.56 -3.06 2.52
C8 -6.10 0.97 0.26
C9 -2.97 -2.68 2.14
C10 0.76 3.74 2.43
C11 -4.45 1.04 4.56
C12 4.14 -1.06 2.61
C13 6.28 4.24 -2.81
C14 -4.08 -3.29 2.90
C15 2.11 -4.05 -2.36
C16 4.38 3.28 -4.85
C17 -1.73 0.50 -0.08
C18 -1.77 -1.00 -4.39
C19 0.17 0.30 1.37
C20 3.68 0.86 -0.88
C21 -3.64 -5.12 -1.78
C22 3.61 0.93 -5.25
C23 -1.17 4.59 -0.97
C24 -6.02 -2.52 -1.07
C25 2.22 -0.22 -8.56
C26 3.01 1.06 -6.66
C27 -2.06 0.28 -1.58
C28 2.12 -0.59 6.38
C29 -3.49 2.19 2.61
C30 1.31 -3.12 -1.43
C31 -6.15 -0.14 -0.82
C32 0.58 -1.10 -4.98
C33 -1.25 0.30 5.45
C34 3.52 -2.45 2.66
C35 1.48 5.06 2.08
C36 3.07 -6.24 -2.54
C37 2.36 -0.51 7.92
C38 -2.18 4.22 -2.10
C39 0.72 6.38 2.48
C40 2.87 2.14 -0.71
C41 -0.10 -3.58 -0.93
C42 1.71 3.57 4.64
H1 -0.04 -2.82 5.53
H2 -5.93 -3.46 -0.52
H3 -1.27 0.85 -2.07
H4 -2.39 5.09 -2.72
H5 3.94 1.69 -3.50
H6 -1.35 -4.12 2.44
H7 4.03 -5.74 -2.71
H8 -5.10 -3.06 2.59
H9 1.95 -2.96 -0.57
H10 1.49 -1.69 -4.87
H11 -1.46 -1.56 -1.73
H12 2.99 0.33 8.21
H13 3.23 -7.20 -2.05
H14 3.04 -0.33 3.92
H15 2.09 4.32 0.39
H16 -0.08 1.30 1.75
H17 1.34 2.86 2.15
H18 1.40 7.23 2.45
H19 3.02 0.00 -0.93
H20 -3.00 -1.63 2.43
H21 3.04 -3.57 -2.64
H22 5.45 3.19 -5.03
H23 3.88 -1.10 5.69
H24 2.68 0.50 -9.24
H25 -1.62 0.08 -4.43
H26 -2.53 2.20 2.08
H27 1.11 0.61 4.89
H28 2.89 -1.40 8.23
H29 -6.80 -2.59 -1.83
H30 -2.53 -6.52 -2.77
H31 3.93 3.52 -5.81
H32 -0.03 -4.22 4.39
H33 -4.02 1.66 5.35
H34 2.44 5.06 2.59
H35 4.46 5.35 -4.49
H36 -2.21 -0.11 5.76
H37 4.66 0.64 -5.39
H38 -3.90 -7.28 -2.05
H39 -2.08 -1.26 -5.40
H40 4.61 -0.87 1.64
H41 0.64 -1.83 -2.77
H42 -0.75 3.32 -3.09
H43 1.17 1.38 6.43
H44 -0.87 -2.57 1.83
H45 4.01 3.49 -1.48
H46 2.16 2.62 4.33
H47 -6.77 0.56 1.02
H48 -3.94 -3.03 3.95
H49 -1.04 0.02 4.41
H50 -3.63 -0.83 -3.53
H51 -4.43 -7.18 -4.20
H52 -0.84 3.64 -0.55
H53 -0.62 -2.82 -0.34
H54 1.46 3.57 5.70
H55 -4.57 0.06 5.03
H56 -6.42 1.92 -0.15
H57 -2.88 -2.08 0.20
H58 -7.12 -0.02 -1.29
H59 1.57 -4.21 -3.29
H60 -5.61 2.07 2.35
H61 0.74 -0.14 -4.50
H62 0.35 -0.80 -6.00
H63 -3.10 -2.43 -3.20
H64 1.25 0.17 1.40
H65 2.83 -2.50 3.51
H66 2.29 4.48 4.48
H67 -1.86 1.56 0.11
H68 3.26 0.02 -4.77
H69 1.82 -1.59 6.08
H70 6.47 3.30 -3.34
H71 -0.70 -3.83 -1.81
H72 -0.11 -4.51 -0.36
H73 -4.67 -4.85 -1.58
H74 -5.07 -2.36 -1.58
H75 -3.16 3.88 -1.76
H76 -4.40 0.26 1.28
H77 2.06 1.58 -6.58
H78 -3.11 -4.30 -2.27
H79 2.34 -1.16 -9.10
H80 6.63 5.03 -3.48
H81 2.34 2.14 0.24
H82 -3.47 3.10 3.20
H83 -0.21 3.78 1.93
H84 2.31 5.87 0.39
H85 -3.04 0.74 -1.73
H86 3.90 0.32 6.32
H87 2.22 2.25 -1.58
H88 2.80 -2.68 1.88
H89 1.14 -0.07 -8.49
H90 6.79 4.24 -1.85
H91 -1.37 1.35 5.72
H92 -4.00 -4.38 2.82
H93 0.73 -1.12 -1.34
H94 4.94 -0.96 3.34
H95 0.48 5.35 -0.71
H96 2.51 -6.35 -3.47
H97 -5.31 -0.04 -1.51
H98 4.04 -4.34 2.67
H99 0.36 6.30 3.51
H100 -0.28 -0.40 2.07
H101 3.61 1.63 -7.37
H102 -4.84 3.14 1.14
H103 -4.33 -2.64 0.59
H104 -1.51 5.29 -0.21
H105 -2.39 -0.03 0.62
H106 4.31 0.75 0.00
H107 -3.12 -4.39 -0.06
H108 3.10 4.73 -3.82
H109 5.15 0.27 -2.13
H110 -0.19 6.46 1.89
H111 0.78 -2.78 3.98
H112 -5.48 1.36 4.40
H113 1.46 -0.47 8.53

Output
* HOMO: -8.37 eV
* structure (SMILES): COC[C@H](C)N.COC[C@H](C)N.COC[C@H](C)N.COC[C@H](C)N.COCCNCCOC.COCCNCCOC.COCCNCCOC.OCCO.OCCO.OCCO.OCCO
* total energy: -92661.4056 eV
* gap between HOMO and LUMO: 8.939 eV